Entry 1:
Formula: C22H21N3O6S
Source: the Open Molecules 2025 dataset
Level of theory: wB97M-V/def2-TZVPD

The geometry in XYZ format:
```
53
Properties=species:S:1:pos:R:3:lowdin_charge:R:1
H -0.7042 3.0065 -0.7446 0.106
O -4.4911 -6.7708 2.6249 0.076
H 2.9327 5.2840 -1.2030 0.064
H 0.7508 4.9125 -0.3559 0.106
C -3.0802 -3.5300 0.6158 0.003
C 1.4681 0.7002 -2.8727 -0.044
C 0.8987 4.0225 0.2345 -0.012
C 2.0352 2.7771 1.9420 0.007
C -0.0395 -1.6351 -2.8624 -0.059
O -2.6125 -7.0614 3.6271 0.080
C 2.7736 6.1508 0.7776 -0.248
H -0.4424 -1.2033 -4.9173 0.111
C -2.0402 -1.0295 -0.4153 -0.096
H 1.7559 6.5410 0.6550 0.116
C 0.5988 -1.1930 -1.7190 -0.288
H -0.4163 -0.1061 1.2129 0.123
O 0.6680 -3.5473 -0.5422 -0.252
C -1.4870 -4.9278 2.4191 0.030
C 3.4639 5.9946 -0.5745 -0.064
H -0.8915 -5.4848 3.1259 0.125
C 0.2059 1.7774 0.7484 -0.235
H 1.8785 0.2418 -0.8050 0.115
C -1.3815 0.3542 -0.5018 -0.485
C -1.7642 -3.1175 0.8536 -0.248
C 1.3726 -0.0485 -1.7121 -0.053
C -0.9776 -3.8280 1.7694 -0.006
C -3.5938 -4.6250 1.2748 0.015
O 1.2274 -1.5863 0.8234 -0.280
S 0.4513 -2.1696 -0.2326 0.732
N -0.6130 0.6486 0.5664 0.134
H 3.3365 6.8511 1.4010 0.123
H 3.5002 6.9554 -1.0803 0.077
C 0.0599 2.9434 0.0113 -0.002
O 2.7627 4.9512 1.5255 -0.053
H -0.5942 -2.5604 -2.8343 0.124
N -1.2056 -2.0119 0.2328 -0.154
H -4.6048 -4.9583 1.0962 0.122
C 1.8952 3.9557 1.2025 -0.272
H 2.0553 1.6051 -2.8780 0.113
H -2.9515 -0.9040 0.1811 0.144
H 0.8671 0.8831 -4.9161 0.110
H 0.0313 -3.5002 1.9564 0.105
C -2.7990 -5.3265 2.1747 -0.156
H 1.3327 0.7908 2.2811 0.113
C 1.2034 1.7041 1.7197 -0.017
N -3.3376 -6.4666 2.8562 -0.366
C 0.0612 -0.8813 -4.0190 -0.050
C 0.8034 0.2897 -4.0169 -0.053
H -2.3343 -1.3151 -1.4337 0.131
H -3.6981 -3.0062 -0.0954 0.110
O -1.6195 1.0882 -1.4382 0.078
H 2.8107 2.7325 2.6897 0.120
H 4.4787 5.6330 -0.4290 0.079
```

Computed properties:
SMILES string ... CCOc1ccc(NC(=O)CN(c2ccc([N+](=O)[O-])cc2)S(=O)(=O)c2ccccc2)cc1
Charge ... 0
Multiplicity ... 1
Maximum force ... 1.46 eV/A
LUMO energy ... -0.509 eV
Frontier orbital gap ... 7.7 eV
E_HOMO ... -8.22 eV

=====

Entry 2:
Formula: C22H21N3S2W
Source: the Open Molecules 2025 dataset
Level of theory: wB97M-V/def2-TZVPD

The geometry in XYZ format:
```
49
Properties=species:S:1:pos:R:3:lowdin_charge:R:1
H 1.0604 1.3616 6.4642 0.126
H -4.9860 0.0763 -1.7373 0.086
H -1.7955 1.4853 -1.3976 0.120
H -0.0745 1.6352 2.3304 0.113
H 3.4511 2.7263 -1.1301 0.130
C 1.8388 0.7594 2.7658 -0.302
C -2.5882 -3.5272 -1.8249 -0.023
C -0.7447 1.2345 -1.3666 -0.012
H -0.7721 -4.5247 -1.2619 0.133
H -3.7736 1.0319 -0.9050 0.073
C -1.2546 -3.5724 -1.4507 -0.017
H 0.6444 -3.4889 0.8568 0.121
H -4.1488 -2.2958 -2.5993 0.135
H 3.2265 0.3476 5.8511 0.129
H 2.2791 -2.8598 0.6778 0.076
H 1.5347 -1.6437 -1.5352 0.065
C -3.0817 0.0944 -2.7753 -0.202
H 2.0569 4.9303 -1.7600 0.126
N 1.5499 1.7517 -1.1140 -0.152
C -0.5295 -2.3991 -1.3499 -0.191
C 1.6520 3.9511 -1.5663 -0.007
C 2.7735 0.4063 3.7436 -0.418
H -3.1681 -4.4384 -1.8738 0.126
H -0.5400 4.2315 -1.8160 0.136
H -0.5787 1.9888 4.7532 0.123
C 2.5108 0.6217 5.0881 -0.044
H -4.5368 1.6530 -2.3771 0.088
N 2.2923 0.4910 1.4736 -0.217
S 3.9628 -0.6324 -0.1090 0.701
C 0.2446 2.2226 -1.3282 -0.290
C -4.1499 0.7564 -1.8939 -0.072
C 0.6199 1.3360 3.1068 -0.008
C 2.3832 2.8161 -1.2605 -0.062
C 0.2970 3.5873 -1.5952 0.057
N -0.3183 -0.0271 -1.3548 -0.079
C 3.5117 -0.0771 1.4598 -1.062
C -3.1391 -2.3193 -2.2067 -0.003
C 0.9432 -2.4998 -1.0217 -0.227
C 1.2292 -2.6503 0.4819 -0.098
C 0.3554 1.5380 4.4480 -0.037
H 0.8688 -1.7857 1.0905 0.072
C -2.4321 -1.1197 -2.1533 -0.139
H -3.5682 -0.2408 -3.6916 0.128
C 1.2909 1.1842 5.4226 -0.033
H 1.3585 -3.3639 -1.5401 0.154
W 1.5100 -0.0999 -0.3227 1.560
S 4.1993 -0.3113 3.0027 1.172
H -2.3286 0.8189 -3.0897 0.099
C -1.1362 -1.1597 -1.6083 -0.154
```

Computed properties:
Charge ... +2
Multiplicity ... 3
Maximum force ... 1.17 eV/A
LUMO energy (spin up / spin down) ... -8.480 / -8.433 eV
Frontier orbital gap (spin up / spin down) ... 5.9 / 5.9 eV
E_HOMO (spin up / spin down) ... -14.36 / -14.37 eV

=====

Entry 3:
Formula: C22H21N5O2
Source: the Open Molecules 2025 dataset
Level of theory: wB97M-V/def2-TZVPD

The geometry in XYZ format:
```
50
Properties=species:S:1:pos:R:3:lowdin_charge:R:1
H 6.0679 2.6915 0.8111 0.133
H -1.2352 -3.1729 3.5369 0.177
C -3.3343 2.5153 0.1281 -0.013
C 7.7501 -0.3971 1.1090 -0.181
C -5.6709 3.1546 -0.1897 -0.023
N -1.0675 -2.4809 2.7880 0.041
C -0.4670 -0.9876 1.4134 -0.127
C 0.5220 -0.2145 0.5140 -0.104
C -2.4595 1.5603 0.6831 0.011
H 8.4204 1.6236 1.7340 0.117
H 8.4340 -0.4712 0.3067 0.106
C 1.3509 0.5059 -1.6494 -0.114
H -0.6799 -0.0688 -1.3497 0.113
H 5.1723 1.3625 -1.0273 0.114
N 2.5614 0.9098 -1.1200 0.107
C -6.3613 0.4608 0.2719 -0.024
C 0.3112 0.0087 -0.8670 -0.072
C 7.4534 1.1051 1.4529 -0.181
O 6.4561 -0.8998 0.8870 -0.127
N 0.0383 -2.0276 2.1770 0.119
H -6.6283 -0.6041 0.5554 0.138
H 1.1203 0.6230 -2.7532 0.121
C -2.7593 0.2096 1.0825 -0.125
C -2.1938 -1.6822 2.5465 -0.553
C 5.8993 -0.5169 -0.2969 -0.208
H -1.4551 1.7387 0.8871 0.080
C 2.8143 0.8168 0.1694 -0.343
C 6.5688 1.7738 0.4042 -0.141
C -6.9991 2.7362 -0.5225 -0.047
H 8.1447 -0.8868 1.9771 0.115
H -4.4402 -1.1395 1.0792 0.133
C -7.2884 1.3951 -0.2206 -0.081
C -5.0437 0.8749 0.3638 -0.159
H 4.0856 0.5647 1.6992 0.131
N 4.1148 0.9351 0.7361 0.088
C 1.8375 0.2535 0.9831 0.036
H 6.6300 -0.5058 -1.1230 0.133
O -3.1937 -1.8327 3.1948 0.072
H 7.1117 1.1605 2.5185 0.112
C 5.4067 0.9101 -0.1053 -0.255
H -3.0054 3.4797 -0.1417 0.105
H 2.1552 0.0103 1.9532 0.085
C -4.1280 -0.0785 0.9143 0.052
H -5.4083 4.1735 -0.3408 0.099
H -7.7449 3.4544 -0.8992 0.111
N -1.8762 -0.8058 1.6101 0.124
H 5.1453 -1.2368 -0.6186 0.133
H -8.2923 1.3291 -0.4163 0.066
C -4.6678 2.2317 0.0087 -0.206
H 7.2868 1.8996 -0.3965 0.114
```

Computed properties:
SMILES string ... O=c1[nH]nc(-c2ccnc(N[C@H]3CCCOC3)c2)n1-c1ccc2ccccc2c1
Charge ... 0
Multiplicity ... 1
Maximum force ... 4.42 eV/A
LUMO energy ... 0.007 eV
Frontier orbital gap ... 8.1 eV
E_HOMO ... -8.14 eV

=====

Entry 4:
Formula: C22H21NOS
Source: the Open Molecules 2025 dataset
Level of theory: wB97M-V/def2-TZVPD

The geometry in XYZ format:
```
46
Properties=species:S:1:pos:R:3:lowdin_charge:R:1
H 0.0693 -0.7533 -4.3591 0.075
H -3.0731 4.1425 -0.3817 0.101
C -1.2953 1.2749 -0.5529 -0.041
H -0.6625 -4.5457 1.4609 0.104
C -3.4964 2.3595 0.7265 -0.076
C -2.0058 0.5029 0.3637 -0.189
H -2.8615 -4.0274 0.4542 0.100
H 2.5524 2.0898 -1.5824 0.105
C -0.3591 -1.1884 1.2346 -0.158
C 1.5205 0.4805 -2.5594 -0.066
C -2.7764 3.1250 -0.1758 -0.087
H -4.3576 2.7800 1.2246 0.103
C -3.1161 1.0568 0.9936 -0.023
H 2.3403 3.2975 1.9380 0.080
H 1.2747 2.4704 0.8134 0.060
C -0.9305 -3.5240 1.2374 -0.076
H 1.4825 -2.7204 -1.4994 0.120
H 0.8672 2.5341 2.5424 0.089
C -2.1615 -3.2356 0.6744 -0.088
C 2.3102 1.0376 -1.5671 -0.106
H -1.1214 3.1643 -1.5344 0.105
H 0.7633 -2.3460 -4.0232 0.083
C 2.4744 1.1672 2.0746 -0.498
C 0.2978 -1.4703 -3.5746 -0.043
S 3.7719 0.9498 0.7685 0.973
H 0.2041 0.7543 1.1133 0.099
H -3.4538 -1.6823 -0.0364 0.117
H -0.4567 0.8403 -1.0790 0.095
H -3.6729 0.4604 1.7017 0.119
C 1.6998 -0.1404 2.1622 -0.522
C 1.1975 -0.8708 -2.5389 -0.283
C 1.6812 2.4395 1.8241 -0.113
C -0.0359 -2.5095 1.5230 -0.011
O 2.1492 -1.0930 2.7603 0.067
H 0.9139 -2.7318 1.9789 0.103
H 2.9274 -1.7468 0.2431 0.112
C 2.5198 -1.1243 -0.5382 -0.096
H 1.1429 1.1090 -3.3538 0.113
C 1.7151 -1.6659 -1.5207 -0.032
C -2.4947 -1.9214 0.4008 -0.033
C -1.6055 -0.8879 0.6639 -0.129
H 3.0679 1.2555 2.9874 0.109
C 2.7917 0.2362 -0.5458 -0.534
H -0.6367 -1.7906 -3.1133 0.082
N 0.5180 -0.1297 1.4901 0.158
C -1.6795 2.5775 -0.8192 -0.072
```

Computed properties:
SMILES string ... Cc1ccc(S[C@@H](C)C(=O)Nc2ccccc2-c2ccccc2)cc1
Charge ... 0
Multiplicity ... 1
Maximum force ... 0.68 eV/A
LUMO energy ... 0.699 eV
Frontier orbital gap ... 9.1 eV
E_HOMO ... -8.42 eV

=====

Entry 5:
Formula: C22H22B3Br2F9N2O8
Source: the Open Molecules 2025 dataset
Level of theory: wB97M-V/def2-TZVPD

The geometry in XYZ format:
```
68
Properties=species:S:1:pos:R:3:lowdin_charge:R:1
C -3.8447 3.7787 0.4682 -0.065
H -6.8142 4.6903 1.8360 0.119
C 2.3770 2.5876 -2.6114 -0.157
H 1.5914 -5.3505 -2.7360 0.125
H 2.4795 -4.9765 -4.2181 0.127
O 3.0784 -3.8984 -2.5216 -0.153
C 3.3249 -2.1066 4.9480 -0.002
H 4.7882 -4.7583 -1.8025 0.121
H 3.6195 -3.1440 4.8998 0.119
B -0.6032 -2.3777 -2.3425 -0.425
C 2.7456 -1.5684 6.0861 -0.064
C -1.6768 -2.5995 -1.1518 -0.306
Br 3.2000 0.0770 -1.4733 0.821
C 3.7317 -4.6816 -1.5270 -0.251
C 3.1666 0.0572 3.8617 -0.001
H 3.8591 -4.6901 0.6312 0.072
F -1.1363 -2.3020 0.0554 0.135
C -3.0181 -1.8385 -1.2853 -0.340
C -4.9973 5.8152 1.8975 -0.148
N -5.6198 6.9160 2.6601 -0.353
O 4.3125 -1.0933 1.7020 0.046
C -5.1848 3.7022 0.8242 -0.056
B 1.0611 -3.3721 -3.5645 -0.420
F -3.7884 0.0671 -0.0833 0.162
H 2.5396 0.3037 -4.2763 0.098
O -6.7896 6.7986 2.9650 0.076
O 1.4978 -2.1554 -4.0584 0.331
H 3.3205 -5.6966 -1.5107 0.115
H -3.0923 6.7843 1.8551 0.118
Br 0.3506 1.3533 -4.8454 0.799
H -5.7741 2.8415 0.5373 0.110
H 2.9398 2.9163 -1.7400 0.064
C -5.7748 4.7272 1.5468 -0.001
O 4.4047 -3.0286 2.6409 0.073
H 2.5216 -3.7347 -0.0424 0.083
C -3.3964 0.5573 -2.3135 -0.537
F -4.6792 0.3364 -2.6020 0.191
C 1.6136 0.3958 -3.7098 -0.632
B 1.0265 -1.0334 -3.4294 -0.685
C 3.5219 -1.2790 3.8583 -0.143
H 4.1821 -3.1173 -0.0930 0.057
H -3.3942 2.9763 -0.0958 0.081
C 2.0733 -4.5393 -3.2934 -0.068
F -2.0233 -3.9051 -1.1146 0.139
N 4.1280 -1.8457 2.6386 -0.335
C 1.8775 1.1651 -2.4235 -0.765
C -3.0855 4.8819 0.8371 -0.060
H 1.9201 0.1833 7.0045 0.107
C -3.6608 5.9158 1.5585 -0.004
C 3.5694 -4.0147 -0.1742 -0.072
C -2.9626 -0.2763 -1.0804 -0.336
O -0.0069 -1.1617 -2.4984 0.296
F -1.7260 0.1194 -0.7466 0.166
H 3.0221 2.6590 -3.4888 0.085
F -3.2441 1.8560 -2.0102 0.161
H 3.3412 0.6650 2.9866 0.119
O -0.2706 -3.4222 -3.1505 0.349
F -2.6429 0.2835 -3.3776 0.171
H -2.0414 4.9400 0.5602 0.108
F -3.9004 -2.3386 -0.4199 0.173
H 1.5297 3.2598 -2.7504 0.069
C 2.3759 -0.2301 6.1146 -0.071
H 2.2983 1.6221 5.0316 0.108
H 2.5816 -2.1969 6.9507 0.108
C 2.5868 0.5801 5.0066 -0.064
F -3.4707 -2.0953 -2.5376 0.148
O -4.9246 7.8734 2.9356 0.075
H 0.9862 1.1421 -1.7980 0.090
```

Computed properties:
SMILES string ... CCOCB1OB([C@@H](Br)[C@H](C)Br)OB(C(F)(F)C(F)(F)C(F)(F)C(F)(F)F)O1.O=[N+]([O-])c1ccccc1.O=[N+]([O-])c1ccccc1
Charge ... 0
Multiplicity ... 1
Maximum force ... 0.89 eV/A
LUMO energy ... -0.587 eV
Frontier orbital gap ... 9.3 eV
E_HOMO ... -9.85 eV